# 1
Below is 2 unconnected molecules or ions with the total composition C16H29ClN3, with properties calculated with the ωB97M-V functional and the def2-TZVPD basis.

Structure (XYZ):
```
49
Properties=species:S:1:pos:R:3:forces:R:3
Cl 1.20049 5.41116 1.07808 0.0 0.1 0.0
N -0.06322 -1.75514 -0.76504 0.0 0.0 0.1
N -0.67576 4.65322 4.28091 -0.1 0.0 -0.1
N -0.79998 0.51791 3.10925 -0.1 0.0 0.0
C 0.78858 -0.53683 -1.05715 -0.1 0.1 0.1
C 0.18627 0.57043 -1.91622 0.0 0.0 -0.1
C 0.83645 -2.74998 -0.05724 0.0 0.0 0.0
C 0.43571 3.80523 1.03961 -0.2 -0.2 0.1
C -1.68145 2.52310 1.70028 -0.3 0.2 0.0
C -0.61836 -2.34074 -2.03911 0.0 -0.1 0.0
C -0.76890 4.30612 3.19160 0.0 -0.1 0.2
C 1.42886 2.73250 1.48173 0.6 0.2 0.0
C 2.11851 2.97407 2.82202 0.0 -0.2 0.1
C -0.25285 -4.68412 -1.20723 0.0 0.0 0.0
C -1.21728 1.41803 2.53127 0.3 0.0 0.1
C 0.28462 0.40175 -3.43500 0.0 0.0 0.0
C -1.17185 -1.35826 0.15548 0.0 -0.1 0.0
C 0.20549 -4.11628 0.13001 -0.1 0.0 0.0
C -0.90091 3.85158 1.80644 0.0 0.0 0.0
C -1.23573 -3.71731 -1.85395 0.0 0.0 0.0
H 0.18588 1.37216 -3.91842 0.0 0.0 0.0
H 0.96840 1.74223 1.48685 -0.2 0.1 -0.1
H -0.84342 0.78779 -1.62203 0.0 0.0 0.0
H 2.80924 2.15452 3.02066 0.0 0.0 0.0
H -0.49366 -0.23511 -3.85096 0.0 0.0 0.0
H 0.61224 -4.82117 -1.86355 0.0 0.0 0.0
H -0.63059 -4.06584 0.83113 0.0 0.0 0.0
H 1.25341 -0.00954 -3.72298 0.0 0.0 0.0
H 1.42282 3.01565 3.65670 0.0 0.0 0.0
H -0.70818 -5.66396 -1.07404 0.0 0.0 0.0
H 1.71074 -0.89745 -1.51244 0.0 -0.1 0.0
H 1.03055 -0.14536 -0.06813 0.1 0.0 0.0
H 1.10285 -2.29139 0.89460 0.0 0.0 0.0
H 0.21388 -2.38293 -2.74259 0.0 0.0 0.0
H 0.76162 1.46015 -1.64908 0.0 0.0 0.1
H -1.76902 -2.22842 0.40362 0.0 0.0 0.0
H 1.73641 -2.83152 -0.66706 0.0 0.0 0.0
H -0.74288 -0.93775 1.06396 0.0 0.0 0.0
H -1.64789 2.18715 0.66104 0.0 0.0 0.0
H -1.53395 4.59074 1.31081 0.1 0.1 -0.1
H -2.72883 2.71916 1.93113 0.0 -0.1 0.1
H 2.21490 2.69254 0.72191 -0.1 0.0 -0.1
H -1.79763 -0.62306 -0.34201 0.0 0.0 0.0
H -1.54131 -4.06914 -2.83966 0.0 0.0 0.0
H -2.14821 -3.65028 -1.25682 0.0 0.0 0.0
H 0.95346 -4.76012 0.59314 0.0 0.0 0.0
H 2.70330 3.88990 2.80064 -0.1 0.1 0.0
H 0.15910 3.65436 -0.00491 0.1 -0.1 0.0
H -1.35693 -1.63178 -2.40591 0.1 0.0 -0.1
```
Forces are in eV/Å.

Output
- electronic energy (eV) = -34048.934
- multiplicity = 1
- orbital gap (eV) = 10.93
- energy above the lowest of the compared OMol25 structures with the same formula, charge and spin (kJ/mol) = 0.0
- total charge = +1

***

# 2
Below is a molecular structure, C16H29CuF3N3O5 in a non-equilibrium geometry, with properties calculated with the ωB97M-V functional and the def2-TZVPD basis.

Structure (XYZ):
```
57
Properties=species:S:1:pos:R:3:forces:R:3
Cu 0.17373 -0.61999 0.28298 -0.1 1.7 -0.2
F -0.47884 3.91393 1.70393 0.2 -0.6 0.2
F 0.93163 2.72319 0.48222 -0.6 0.2 0.9
F -0.10528 4.38250 -0.36101 -0.2 0.0 0.3
O 2.25345 0.47562 1.46904 -0.9 0.0 -0.1
O -0.01103 -0.44204 2.42936 0.0 0.3 1.3
O -1.28263 1.11691 0.31298 0.5 -0.4 1.1
O -1.09365 -2.34943 1.13845 -1.0 -0.3 0.3
O -1.65011 2.64726 -1.32432 0.4 0.2 -0.3
N -0.78527 -1.40245 -1.73833 0.4 0.0 0.5
N 1.34023 0.67262 -1.23411 -0.4 -0.6 0.0
N 2.01730 -2.20483 0.67065 -0.7 0.2 -0.2
C -1.49520 -3.62567 0.62689 0.4 0.4 -0.6
C -2.89993 1.66251 -3.10197 1.0 0.2 -1.4
C 3.59286 0.62876 1.09461 0.7 -0.2 -0.6
C 3.37702 -4.24303 1.60258 -0.6 0.8 -0.1
C -0.77718 -1.53238 -4.33827 0.8 -0.3 -0.5
C -1.71724 -2.11066 2.40106 0.3 0.5 -0.3
C 1.06114 2.50222 -3.08065 -0.1 0.1 1.3
C -1.37030 -0.68596 2.79762 -0.6 -0.5 -0.2
C 2.60635 -3.08863 1.09757 -0.3 -0.7 0.2
C -0.26768 3.35231 0.51139 1.1 0.9 -1.6
C -2.96429 2.37757 -1.77464 -1.0 0.3 -1.2
C 1.21265 1.47206 -2.04321 0.3 0.5 -0.3
C 1.93864 0.97115 2.74889 1.4 -0.9 0.3
C 0.51115 0.66559 3.18011 0.5 1.0 -1.1
C -1.42052 2.46071 0.05873 -0.9 -1.7 -0.9
C -0.78675 -1.48085 -2.87945 -0.3 0.1 -0.6
H -2.53010 -3.88404 0.85479 -0.1 0.3 0.1
H -3.50632 3.31023 -1.95811 0.2 0.3 0.2
H -3.86153 1.42869 -3.55936 -0.2 -0.4 0.6
H -0.85234 -4.41560 1.01829 0.1 0.0 -0.1
H 0.03653 2.38116 -3.43206 0.3 0.0 -0.8
H -0.12414 -0.76045 -4.74838 -0.2 0.3 0.3
H 1.05739 3.48942 -2.61260 0.1 -0.1 0.3
H 0.59028 0.49111 4.25276 -0.6 -0.4 0.0
H -1.40422 -3.50996 -0.45117 0.1 -0.5 0.0
H 2.19347 2.03185 2.80971 -0.4 0.1 0.1
H -2.46028 2.25439 -3.91641 0.2 0.5 0.4
H -2.02744 -0.00097 2.25740 0.2 0.1 -0.2
H -2.80790 -2.12778 2.31720 0.0 -0.3 -0.1
H 2.94108 -5.19115 1.29464 0.2 0.1 -0.6
H -2.20808 0.81805 -3.05781 -0.5 -0.4 0.3
H 3.30848 -4.29481 2.68816 0.5 0.4 0.0
H -2.32638 2.90024 0.49888 0.0 -0.4 0.8
H 4.36817 -4.03422 1.20516 0.3 -0.7 0.4
H -0.08174 1.56279 2.99037 -0.4 -0.2 0.0
H -3.65780 1.79266 -1.16551 0.8 -0.2 0.8
H 3.65532 0.62533 0.00544 -0.3 0.4 0.0
H 1.92595 2.48503 -3.73726 -0.4 -0.3 -0.6
H 4.24528 -0.21694 1.34546 -0.3 -0.1 0.7
H 4.04548 1.53732 1.49533 -0.1 0.1 0.0
H -1.38661 -2.90408 3.07553 0.0 0.3 0.3
H 2.60099 0.45433 3.45455 0.1 0.1 0.1
H -1.74313 -1.47007 -4.83179 -0.2 0.1 0.4
H -1.60445 -0.54071 3.85436 0.6 0.0 0.2
H -0.29619 -2.45078 -4.68068 -0.2 -0.2 0.3
```
Forces are in eV/Å.

Output
- electronic energy (eV) = -84552.788
- multiplicity = 2
- orbital gap (spin up / spin down) (eV) = 10.14 / 6.76
- total charge = +1